[1]
# C27H54GeN2O3S3ScSi

A structure of composition C27H54GeN2O3S3ScSi in a non-equilibrium geometry (ωB97M-V/def2-TZVPD, the OMol25 dataset).

Results
Total charge ... +2
Highest occupied orbital energy (alpha / beta) ... -12.67 / -12.67 eV
M ... 696.59 g/mol
Max |F| ... 0.0279 hartree/bohr
Relative energy (zero: lowest compared OMol25 entry of this formula, charge and spin) ... 1.316 eV
Spin multiplicity ... 2
Expectation value of S² ... 0.756
E ... -5717.83059 a.u.

XYZ file:
```
92
Properties=species:S:1:pos:R:3:forces:R:3
Sc 0.49554 0.27911 -0.00180 1.0619 0.0323 0.9642
C 0.79818 3.23547 2.23449 0.0354 -0.1026 -0.3057
C 1.75176 3.16804 1.04794 0.3272 0.2904 0.4854
C 1.80280 4.52364 0.35153 -0.0912 -0.2714 -0.1640
C 3.14803 2.75397 1.49824 -0.1350 -0.1090 -0.1504
O 1.28553 2.15508 0.11656 -0.6175 -0.1863 -0.8719
Ge 0.24291 2.66830 -1.54904 -0.0535 -0.5756 0.4546
O 0.73392 0.78166 -1.99246 -0.1195 0.2536 0.2815
C 1.29521 0.56063 -3.31899 0.2510 -0.1537 -0.3635
C 2.14552 1.75764 -3.74489 -0.1983 0.0028 0.1713
C 2.16662 -0.67906 -3.22921 -0.1706 0.2603 0.0862
C 0.13992 0.35620 -4.29118 0.0314 0.0743 0.2131
O -1.26297 1.77324 -0.64069 0.5783 -0.2428 -0.1154
C -2.52074 2.51005 -0.53016 -0.3042 0.2779 0.1488
C -3.61689 1.85035 -1.36881 0.2786 -0.1145 0.0623
C -2.35536 3.93707 -1.05714 0.2035 -0.1596 0.0632
C -2.94181 2.56714 0.93662 0.1518 -0.0739 -0.2297
H 1.10166 4.02485 2.92135 -0.0014 -0.0106 0.0234
H -0.21216 3.44465 1.88465 -0.0552 0.0465 0.0469
H 0.80368 2.28539 2.76105 -0.0597 0.0064 0.0462
H 2.25848 5.25868 1.01174 -0.0038 0.0313 0.0102
H 2.39410 4.46787 -0.56533 0.0377 0.0590 0.0319
H 0.79602 4.87233 0.10073 0.0478 0.0832 0.0193
H 3.53144 3.45607 2.23785 0.0014 0.0151 0.0028
H 3.11647 1.75885 1.94294 0.0185 0.0137 0.0264
H 3.82915 2.73620 0.64612 0.0253 -0.0010 0.0253
H 2.81979 2.05043 -2.93643 0.0592 -0.0151 -0.0489
H 2.74484 1.49336 -4.61444 0.0074 -0.0005 -0.0195
H 1.52303 2.61260 -4.01670 0.0810 0.0238 -0.0347
H 3.01487 -0.47891 -2.57323 -0.0132 -0.0754 0.0181
H 1.57532 -1.49624 -2.82530 0.0608 -0.0473 -0.0418
H 2.54258 -0.96770 -4.21048 -0.0160 0.0324 -0.0216
H -0.53811 1.21262 -4.25294 -0.0184 -0.0262 -0.0651
H 0.52009 0.26386 -5.30763 -0.0404 -0.0190 -0.0319
H -0.42004 -0.54923 -4.04360 0.0007 0.0017 -0.0038
H -3.25339 1.63190 -2.37451 -0.0145 -0.0074 -0.0209
H -3.98308 0.93821 -0.90047 -0.0050 -0.1175 0.0081
H -4.46542 2.52783 -1.45599 -0.0119 -0.0131 -0.0006
H -2.12606 3.94121 -2.12551 -0.0708 0.0794 0.0091
H -3.28155 4.48874 -0.90676 -0.0047 0.0294 0.0085
H -1.56040 4.46570 -0.52348 -0.0401 0.0632 0.0091
H -2.89295 1.57429 1.38261 -0.0521 -0.0341 0.0518
H -2.29011 3.23867 1.49251 0.0038 -0.0354 0.0957
H -3.96388 2.93681 1.02233 0.0060 0.0084 0.0020
C -3.67173 -3.27029 2.03281 0.1624 -0.1988 0.4244
C -4.16473 -2.69961 0.73358 -0.2158 0.4266 -0.3443
S -2.97222 -1.38678 0.30530 -0.2209 -0.0645 -0.0607
C -2.87630 -1.54360 -1.50716 0.0534 0.0394 0.1729
C -2.02560 -2.71839 -1.94258 0.3555 -0.0469 0.1657
S -0.37524 -2.60093 -1.16768 -0.3077 0.1079 0.0506
C -0.30542 -4.11378 -0.15446 0.1199 0.3694 -0.0798
C -1.49136 -4.46199 0.73391 -0.0027 0.0926 0.0920
S -1.85819 -3.22258 2.00804 0.1217 0.0160 -0.3327
H -4.02870 -4.28310 2.21948 0.0164 0.0193 0.0620
H -3.95081 -2.64070 2.87760 -0.0085 -0.0425 0.0385
H -5.15858 -2.26065 0.83042 -0.0083 -0.0865 -0.1071
H -4.17363 -3.42534 -0.07718 -0.0356 -0.0393 0.0272
H -2.42493 -0.60567 -1.83413 -0.0682 0.0401 0.0005
H -3.89735 -1.59829 -1.88941 -0.0173 0.0528 -0.0176
H -1.88443 -2.70742 -3.02238 -0.0962 0.0191 -0.0179
H -2.47524 -3.67311 -1.67689 -0.0071 -0.0233 -0.0864
H 0.60292 -3.96785 0.43360 0.0226 -0.1187 0.0070
H -0.14365 -4.94068 -0.84536 0.0524 -0.0789 0.0961
H -1.24664 -5.39024 1.25471 -0.0703 -0.0007 0.0662
H -2.40560 -4.63381 0.16978 0.0498 -0.0680 -0.0494
C 3.24162 -3.02815 -1.41901 0.0717 0.0766 0.0351
C 3.36980 -2.23538 -0.14827 0.4099 0.0367 -0.0447
C 4.53157 -2.39636 0.59597 -0.1428 -0.0091 -0.1182
C 4.65319 -1.76472 1.82501 -0.1338 0.0491 -0.0207
C 3.58696 -1.04102 2.31140 0.0271 0.1772 -0.1068
C 2.43003 -0.91739 1.52829 0.2571 -0.3542 -0.1975
N 2.36409 -1.44131 0.26886 -0.3827 0.1466 0.2861
N 1.28194 -0.30089 1.93036 -0.8291 0.4103 -0.6001
Si 0.75646 -0.34098 3.61320 0.0109 -0.1506 -0.0477
C -1.07067 0.15621 3.40229 0.2921 -0.2326 0.3982
C 1.05808 -2.09984 4.24292 -0.2968 0.4253 -0.0875
C 1.61133 0.74574 4.89892 -0.2182 -0.0287 -0.4222
H 3.62197 -4.03460 -1.24760 -0.0079 -0.0104 -0.0079
H 3.84691 -2.59074 -2.21395 -0.0570 -0.0390 -0.0297
H 2.21208 -3.09317 -1.75467 0.0222 -0.0252 -0.0306
H 5.32462 -3.01892 0.20611 -0.0235 -0.0447 0.0345
H 5.56201 -1.86196 2.40436 -0.0061 -0.0028 0.0135
H 3.63023 -0.54509 3.27070 0.0250 -0.0317 0.0022
H -1.74030 -0.62491 3.77460 -0.0206 0.0251 -0.0163
H -1.28976 0.31562 2.34475 -0.0845 0.0424 -0.0548
H -1.32108 1.07204 3.93958 -0.0015 0.0193 -0.0297
H 0.54211 -2.85560 3.65436 -0.0285 -0.1097 -0.0496
H 0.73288 -2.19180 5.28123 0.0074 -0.0374 -0.0054
H 2.12566 -2.31766 4.20698 -0.0013 -0.0301 0.0428
H 1.48891 1.81672 4.73736 0.0320 -0.0232 0.0432
H 2.67763 0.53040 4.97348 0.0131 -0.0030 0.0186
H 1.16562 0.50142 5.86678 -0.0011 0.0155 0.0120
```
Forces are in eV/Å.

---

[2]
# C27H54O27

A cluster of 9 separate species, C27H54O27 in total in a non-equilibrium geometry (ωB97M-V/def2-TZVPD, the OMol25 dataset).

Results
Total charge ... 0
Highest occupied orbital energy ... -10.51 eV
Structure (SMILES) ... COC(=O)OC.COC(=O)OC.COC(=O)OC.COC(=O)OC.COC(=O)OC.COC(=O)OC.COC(=O)OC.COC(=O)OC.COC(=O)OC
M ... 810.70 g/mol
Max |F| ... 0.0265 hartree/bohr
Relative energy (zero: lowest compared OMol25 entry of this formula, charge and spin) ... 0.000 eV
Spin multiplicity ... 1
E ... -3092.72919 a.u.

XYZ file:
```
108
Properties=species:S:1:pos:R:3:forces:R:3
C -1.75531 2.41393 3.00801 0.1120 -0.3023 0.0768
O -3.15937 2.46474 3.27395 0.0282 0.2130 -0.1470
C -3.80328 1.30873 3.39494 -0.0977 0.0850 -0.0441
O -3.31921 0.20835 3.40076 0.1666 -0.1155 -0.0168
O -5.09778 1.58871 3.51698 -0.1836 0.0614 -0.0805
C -5.93846 0.44276 3.60143 -0.4415 -0.2276 0.4529
H -1.47765 1.49123 2.50078 -0.1320 0.0245 -0.0370
H -1.20405 2.47796 3.94573 -0.0106 0.0880 -0.0002
H -1.54149 3.26684 2.37271 0.0649 0.0753 0.0680
H -5.69328 -0.11581 4.50514 0.0892 -0.1971 -0.1759
H -5.88328 -0.18391 2.71501 0.2937 0.0000 -0.0074
H -6.96541 0.78836 3.70679 0.1222 0.2981 -0.0734
C 4.48266 0.97618 1.07530 0.1328 -0.3784 0.6867
O 5.82998 0.95714 0.58307 -0.1820 0.2658 -0.1308
C 6.57140 -0.03419 1.07176 -0.1035 -0.0172 -0.0538
O 6.16514 -0.94564 1.74479 0.1246 -0.0675 0.1300
O 7.82458 0.15491 0.67869 0.0023 0.3114 -0.3149
C 8.76048 -0.84743 1.05181 -0.2649 -0.5499 0.3791
H 3.89139 1.66711 0.49067 0.1472 0.0445 -0.2023
H 4.50596 1.29687 2.11939 -0.0955 0.0610 -0.0733
H 4.06844 -0.02964 1.05429 -0.1097 0.0882 -0.1990
H 8.30761 -1.83636 0.96560 0.0798 0.0501 -0.1369
H 9.04643 -0.72139 2.09602 0.1480 0.1164 -0.0608
H 9.60577 -0.75105 0.38341 0.0960 0.0828 0.0091
C 5.30903 0.01136 -5.59591 0.0446 0.1914 -0.0763
O 4.72299 -0.61733 -4.45116 -0.1085 0.0818 0.0133
C 4.41149 0.10850 -3.38184 0.3096 -0.2401 -0.1844
O 3.84002 -0.37763 -2.44684 -0.1513 0.1401 0.3310
O 4.85264 1.36914 -3.47903 -0.1496 0.0417 -0.4590
C 4.65387 2.23248 -2.37648 0.2961 0.1775 1.3161
H 6.29705 0.40809 -5.36648 0.0303 -0.0944 0.0538
H 4.67676 0.81920 -5.95644 -0.0773 -0.0605 -0.0056
H 5.37794 -0.77277 -6.34248 0.0332 -0.0077 -0.0111
H 4.29001 3.20667 -2.68805 -0.0132 -0.0975 -0.3834
H 5.59641 2.34773 -1.83565 0.0879 0.0711 -0.2640
H 3.97589 1.81630 -1.63426 -0.2433 -0.1678 -0.3472
C -6.85435 2.87810 0.63648 0.6126 -0.2075 0.2856
O -5.95111 1.73940 0.65656 -0.4129 0.1836 0.0830
C -6.18532 0.80283 -0.24928 -0.1510 0.0284 -0.0130
O -7.00399 0.82774 -1.12804 0.0024 -0.0123 -0.0701
O -5.36423 -0.22175 0.01366 0.3606 -0.0044 -0.0218
C -5.40765 -1.28793 -0.92815 -0.5194 -0.5427 0.0641
H -6.36758 3.65314 0.05203 -0.2414 0.0597 -0.0723
H -6.94139 3.17124 1.68016 0.0098 0.0774 -0.0276
H -7.82347 2.60301 0.23711 0.0102 -0.0507 -0.1545
H -4.85321 -2.11317 -0.49022 0.2448 0.1477 -0.0178
H -5.00178 -0.99784 -1.89444 0.0769 0.0934 0.0237
H -6.43188 -1.64026 -1.06014 -0.0044 0.1936 -0.1034
C 4.22216 -3.38885 1.91400 -0.3503 0.0684 0.7966
O 3.24026 -4.17628 1.24094 0.2300 -0.1858 -0.5027
C 2.02183 -4.16745 1.74934 -0.2484 -0.0568 0.1239
O 1.69080 -3.67942 2.80082 -0.0080 0.1715 -0.0195
O 1.21227 -4.80329 0.89808 0.3286 -0.1700 -0.0294
C -0.17359 -4.65401 1.15754 -0.7944 -0.1784 0.0595
H 5.15577 -3.52111 1.38756 0.0111 0.0626 -0.1551
H 4.31509 -3.71284 2.95280 0.0874 -0.0771 -0.0952
H 3.90553 -2.34832 1.94196 0.1663 0.0417 -0.1908
H -0.45854 -4.87602 2.18482 0.3321 0.2202 0.1151
H -0.71893 -5.37768 0.55467 0.2954 0.0484 -0.2816
H -0.47047 -3.64679 0.87773 -0.1233 0.0001 0.1426
C 1.24185 1.76181 -3.25645 -0.3260 -0.4643 0.3348
O 1.79823 2.92504 -3.86628 -0.2750 0.3514 0.0411
C 2.35938 2.80267 -5.06160 -0.0316 -0.1679 0.2267
O 2.48397 1.78552 -5.69210 0.0026 -0.1237 -0.0978
O 2.77024 4.01459 -5.42561 0.1189 0.1281 -0.0563
C 3.49449 4.10807 -6.65539 0.2119 -0.2130 0.0366
H 1.90938 1.43411 -2.46246 0.0441 -0.1875 -0.1589
H 1.05075 0.97398 -3.98193 0.3001 -0.0050 -0.0517
H 0.29206 2.00148 -2.77988 0.0944 0.4140 -0.1193
H 3.50336 3.15213 -7.17400 -0.2059 0.0555 -0.0513
H 4.52722 4.36969 -6.42626 -0.0672 0.1768 0.0249
H 3.01719 4.88118 -7.24784 0.0582 0.0257 -0.0952
C -2.39224 5.79365 -3.23248 0.1189 0.2161 -0.5044
O -3.66314 5.23472 -2.90456 -0.2069 0.2083 -0.1540
C -3.74755 4.25988 -2.00013 -0.0409 0.1597 0.0835
O -4.80278 3.83524 -1.61961 -0.0696 -0.0521 -0.0508
O -2.55428 3.85203 -1.57516 0.1584 0.0712 0.0972
C -2.58636 2.94086 -0.46824 0.1406 -0.4519 -0.0217
H -2.05252 6.50886 -2.48309 0.0834 -0.3983 0.3124
H -2.51812 6.38438 -4.14061 -0.2898 -0.2433 -0.0339
H -1.68377 4.99602 -3.43375 0.2528 0.1679 0.1819
H -1.57279 2.90774 -0.08138 -0.0302 0.1412 0.0853
H -2.82613 1.92992 -0.79957 -0.1676 0.0898 -0.0842
H -3.32266 3.26143 0.26506 0.0834 0.0105 0.0708
C -1.27323 -3.50499 4.87596 0.1030 -0.2049 -0.0700
O -2.10939 -4.67872 4.92154 -0.1170 0.2300 0.2469
C -3.02340 -4.76254 3.95695 0.3002 -0.4212 -0.2573
O -3.10479 -4.04902 2.99691 -0.0300 0.3052 -0.0349
O -3.82928 -5.81147 4.11602 -0.3017 -0.0490 -0.0676
C -3.69086 -6.64784 5.25832 0.2681 -0.1899 0.4913
H -0.71259 -3.52963 5.80405 -0.0153 0.0812 0.0485
H -1.88985 -2.61333 4.80235 0.0280 0.0574 -0.0276
H -0.58247 -3.57352 4.03807 -0.0243 0.1047 -0.0358
H -4.33096 -7.51006 5.10053 -0.0561 0.0544 -0.1547
H -3.99662 -6.14383 6.17731 -0.0364 0.1200 -0.1419
H -2.65995 -6.97785 5.38755 -0.0502 -0.0152 -0.0971
C -2.26579 -1.46362 0.84536 0.3147 -0.5153 -0.2555
O -1.52567 -0.24432 0.69077 -0.2596 0.1602 -0.1895
C -0.38939 -0.22743 0.01155 0.1237 -0.0485 0.4340
O 0.10639 0.80659 -0.34791 0.2975 0.2002 -0.1850
O 0.13990 -1.44148 -0.15024 -0.3222 -0.0935 -0.0725
C 1.42888 -1.49634 -0.75416 0.6977 -0.1209 -0.2857
H -3.27186 -1.16036 1.10110 0.0003 -0.0519 0.1806
H -1.82034 -2.11172 1.59694 -0.1454 0.2524 0.2946
H -2.24405 -2.03142 -0.08758 -0.1807 0.1654 -0.0638
H 2.19498 -1.16622 -0.05202 -0.0865 0.0386 0.0534
H 1.52626 -0.89495 -1.65389 -0.2915 0.1241 0.0633
H 1.61669 -2.53347 -1.02062 -0.1332 -0.0488 0.1396
```
Forces are in eV/Å.

---

Question: Among the records above, which one has the highest E?
Answer: C27H54O27

---

Question: Which value of total charge does entry 2 give?
Answer: 0